(1)
{"formula": "C3H3N3O", "method": "ωB97M-V/def2-TZVPD", "total_energy_ha": -355.54851, "relative_energy_kcal_mol": 57.34, "multiplicity": 1, "total_charge": 0, "gap_ev": 8.82, "smiles": "N=C=CC=O.N#N", "species": ["N", "C", "C", "C", "O", "H", "H", "H", "N", "N"], "positions_angstrom": [[2.003454, 0.190406, 0.092338], [0.831962, -0.098917, 0.040662], [-0.284654, -0.807226, -0.042768], [-1.683278, -0.615703, 0.293171], [-2.207135, 0.386192, 0.731050], [2.589889, -0.140594, -0.650188], [0.052032, -1.796581, -0.343150], [-2.263211, -1.551748, 0.157589], [0.918017, 2.452506, -0.440921], [0.088501, 2.008773, 0.133129]], "forces_ev_per_angstrom": [[-0.5, -1.4, 0.8], [1.4, -1.6, -0.2], [-0.1, 0.0, 0.0], [-0.2, 0.3, 0.0], [0.1, -0.4, -0.2], [0.5, 0.7, -0.6], [-0.3, -0.3, 0.4], [0.0, 0.2, 0.0], [-2.1, 0.3, 0.9], [1.3, 2.2, -1.1]]}

=====

(2)
{"formula": "C18H25N3O3", "method": "ωB97M-V/def2-TZVPD", "total_energy_ha": -1090.37371, "relative_energy_kcal_mol": 378.16, "multiplicity": 1, "total_charge": 0, "gap_ev": 7.40, "species": ["C", "H", "C", "N", "C", "O", "C", "N", "C", "C", "C", "C", "C", "C", "H", "C", "O", "N", "H", "C", "C", "O", "C", "H", "H", "H", "H", "H", "H", "H", "H", "H", "C", "C", "C", "C", "H", "H", "H", "H", "H", "H", "H", "H", "H", "H", "H", "H", "H"], "positions_angstrom": [[-0.819277, -3.504899, 1.098680], [-1.385495, -3.471549, 1.866860], [-1.428085, -2.909130, -0.259450], [-1.995128, -1.661933, -0.097520], [-3.358592, -1.610836, -0.085054], [-4.250874, -2.425433, 0.089485], [-3.928286, -0.120780, 0.382713], [-2.881242, 0.867950, 0.749860], [-1.605770, 0.718367, 0.374736], [-0.560921, 1.663697, 0.553818], [0.659495, 1.708172, 0.223009], [1.024202, 0.371757, -0.385498], [0.206521, -0.927168, -0.503648], [-1.110842, -0.482000, 0.028577], [0.525969, -1.696094, -0.921666], [2.436355, -0.073392, -0.611567], [2.780897, -1.125908, -1.442536], [3.447992, 0.721514, -0.179384], [3.367752, 1.547453, 0.397712], [4.850168, 0.600985, -0.430372], [5.585584, 0.033140, 0.601499], [6.838205, -0.257273, 0.593455], [7.838958, 0.817855, 0.223306], [7.592600, 1.212422, -0.635341], [8.839968, 0.438328, -0.076049], [7.871873, 1.500355, 0.932808], [5.143265, -1.047827, 1.056751], [5.643553, 0.968171, 1.451693], [4.848957, -0.233709, -1.228057], [5.360797, 1.449013, -0.833134], [1.412648, 2.453524, 0.221695], [-0.917877, 2.661218, 0.790151], [-3.384652, 2.198285, 1.156118], [-3.798840, 2.738446, -0.195652], [-4.796146, 1.941474, -0.962037], [-4.168592, 0.798782, -1.119581], [-3.287110, 0.632944, -1.954701], [-4.949458, -0.024495, -1.374329], [-5.727764, 1.995424, -0.406475], [-5.076148, 2.593114, -1.841921], [-2.787184, 2.937880, -0.600390], [-4.350207, 3.916401, 0.277998], [-4.417675, 1.967689, 1.764501], [-2.767815, 2.605615, 1.758684], [-4.846408, 0.044745, 0.768093], [-0.787721, -3.133386, -1.124453], [-2.400664, -3.707964, -0.367415], [0.142898, -3.052374, 1.268096], [-0.535367, -4.444088, 0.760583]], "forces_ev_per_angstrom": [[4.2, 1.8, -7.2], [-4.1, 0.2, 5.0], [-2.3, -6.0, 1.7], [-2.0, 2.1, -0.5], [-2.3, 3.8, 4.5], [1.4, -0.9, -1.6], [6.7, 2.8, -7.2], [0.0, -0.7, 3.8], [1.7, 0.0, 1.4], [-7.0, 4.4, 1.6], [5.3, -6.8, -3.7], [1.7, -3.8, 0.3], [-3.8, 16.5, 6.2], [1.2, -7.3, -3.8], [2.8, -6.7, -3.3], [2.3, -2.8, -5.0], [-2.0, 4.8, 4.5], [0.5, 1.5, 1.1], [-1.4, -0.3, 0.2], [-1.6, -3.5, -6.2], [-2.3, -0.2, 8.8], [7.8, -0.7, -2.6], [0.1, -6.2, 0.2], [-2.0, 2.4, -4.5], [-0.7, -0.6, 1.2], [0.2, 3.1, 3.6], [0.2, 3.3, -1.1], [-1.5, -1.8, -0.7], [0.2, 1.4, 0.3], [-0.3, 1.0, -0.3], [0.0, 0.8, 0.3], [-0.5, 0.1, 0.7], [-7.8, -6.3, -3.7], [-0.1, 7.3, 4.1], [-2.4, 9.1, 0.7], [0.8, -14.2, -3.4], [-1.9, 0.8, 2.6], [0.9, 1.2, -1.2], [-0.2, -0.8, 0.4], [0.5, -1.1, 0.2], [-1.0, 0.3, -1.0], [1.7, -3.0, -2.1], [2.5, 0.6, -1.1], [4.3, 3.6, 3.7], [-2.5, -0.3, 2.2], [-0.2, 0.5, 0.3], [2.5, 2.4, -0.2], [0.3, 0.6, 0.5], [0.2, -2.3, 0.1]]}

=====

> What is the formula in the second record?

C18H25N3O3

=====

> multiplicity of number 1 (C3H3N3O)?

1

=====

> multiplicity of number 1 (C3H3N3O)?

1